No. 1
# C12H13Cl2FN2O6

3 unconnected molecules or ions with the total composition C12H13Cl2FN2O6 (wB97M-V/def2-TZVPD, the OMol25 dataset).

```
36
Properties=species:S:1:pos:R:3:forces:R:3
C -0.900182 -0.214326 -0.368323 0.0 -0.3 0.1
C 0.393092 -0.265939 -1.134169 -0.1 -0.7 0.1
F 0.247621 0.365194 -2.364128 0.0 0.3 0.1
C 1.624439 0.316118 -0.392162 -0.5 0.0 -0.3
Cl 2.228966 -0.935441 0.725840 0.1 0.2 -0.2
C 1.245898 1.495962 0.401525 0.8 0.0 0.2
N 1.144610 2.419985 1.074518 -0.3 0.0 -0.1
C 2.778251 0.698529 -1.354269 0.3 0.4 0.1
Cl 3.123026 -0.592864 -2.522506 0.0 0.0 0.0
C 2.509025 1.970129 -2.040676 -0.5 -0.4 -0.3
N 2.160984 2.899963 -2.614848 0.3 0.1 0.1
H -1.660334 -0.689295 -0.986521 -0.1 0.2 0.0
H -0.811783 -0.806985 0.542114 0.1 0.1 0.1
H -1.208301 0.797953 -0.114469 0.0 0.0 -0.1
H 0.627338 -1.310711 -1.344439 0.1 0.1 -0.1
H 3.687274 0.824956 -0.768887 -0.1 0.0 0.1
O 0.039869 -1.664454 2.580545 -0.2 -0.1 0.2
C 0.574758 -2.164943 3.514873 -0.1 0.0 0.0
O -0.045316 -2.928230 4.443299 0.0 0.0 0.0
C 0.953094 -3.535344 5.268471 0.1 -0.1 0.1
C 2.125129 -2.588338 5.102014 0.1 0.0 0.1
O 1.895440 -2.051696 3.795653 0.0 0.0 0.0
H 0.600262 -3.612935 6.293095 -0.1 0.1 0.0
H 1.165472 -4.534367 4.884198 0.0 0.0 0.0
H 2.108199 -1.770541 5.824028 0.0 0.0 0.0
H 3.091729 -3.082884 5.143043 0.0 0.0 -0.2
O -4.087716 -0.278631 -2.809075 0.0 0.0 0.0
C -3.593472 0.774295 -3.049519 0.0 -0.1 0.0
O -3.745422 1.453470 -4.211197 0.0 0.0 0.0
C -3.190541 2.762044 -4.042507 0.0 0.1 0.0
C -2.201459 2.549196 -2.913863 0.1 0.1 -0.1
O -2.795405 1.459407 -2.198948 -0.1 0.1 -0.1
H -2.726699 3.097309 -4.966108 0.0 -0.1 -0.1
H -3.993021 3.450620 -3.771712 0.0 0.0 0.0
H -1.217000 2.240628 -3.267961 0.0 0.0 0.0
H -2.092385 3.413310 -2.263807 -0.1 -0.1 0.1
```
Positions in Å, forces in eV/Å.

F_max, eV/A: 0.79
Charge: 0
SMILES string: C[C@@H](F)[C@](Cl)(C#N)[C@@H](Cl)C#N.O=C1OCCO1.O=C1OCCO1
ΔE to the lowest compared entry with this formula, charge and spin, kJ/mol: 0.0
Gap between HOMO and LUMO, eV: 11.330
Total energy, a.u.: -2046.25683



No. 2
# C24H32NO2Si

A gas-phase ion, C24H32NO2Si (charge +1) at a distorted geometry (wB97M-V/def2-TZVPD, the OMol25 dataset).

```
60
Properties=species:S:1:pos:R:3:forces:R:3
C 1.398991 3.031283 -1.467405 -1.0 0.9 -0.7
C 0.824103 2.475348 -0.150036 4.4 2.5 0.6
C 0.926024 3.596699 1.013032 -1.5 -0.8 0.0
C 1.922265 1.401558 0.233509 -2.3 -2.7 0.6
O 1.884509 0.654757 1.293860 0.4 1.7 -1.5
Si 1.828335 0.210605 2.942746 -0.9 0.8 1.0
C 0.025372 -0.195433 3.177302 0.7 -0.4 0.1
C 3.166363 -1.059333 3.152929 0.1 0.0 -0.1
C 2.143113 1.840611 3.792612 0.0 -0.2 -0.1
O 2.610538 0.894474 -0.719197 1.0 0.2 -0.2
C 3.404463 -0.311137 -0.441510 0.4 -0.2 -0.3
H 0.679938 3.763577 -1.895179 0.4 -0.3 0.4
H 2.396992 3.531962 -1.420123 -0.8 -0.5 0.3
H 1.415699 2.206911 -2.177139 0.2 0.2 -0.2
H 1.948170 3.942326 1.332881 -0.9 -0.7 -0.5
H 0.341501 4.475751 0.657737 0.5 -0.6 0.3
H 0.328146 3.167530 1.878400 0.9 0.8 -0.8
H -0.002095 -0.570558 4.205952 -0.4 -0.1 -0.1
H -0.589525 0.705792 3.115280 0.2 -0.1 0.0
H -0.347599 -0.954475 2.485226 -0.1 0.0 0.2
H 3.240850 -1.508216 4.153407 -0.2 0.3 -0.2
H 3.089304 -1.880135 2.432071 0.0 0.1 0.1
H 4.111050 -0.530581 2.963110 -0.1 -0.2 0.1
H 2.379135 1.745937 4.857744 0.0 0.1 -0.2
H 2.981926 2.311461 3.269912 0.0 0.2 0.3
H 1.253441 2.478891 3.671173 0.4 -0.2 0.2
H 4.035437 -0.141578 0.435041 -0.3 -0.1 -0.2
H 2.729789 -1.167760 -0.296605 0.2 0.4 0.1
H 4.052853 -0.501895 -1.313440 -0.6 0.4 0.3
C -0.782235 -2.390492 -3.147051 0.1 0.1 0.0
N -0.946213 -0.962887 -2.887066 0.5 1.1 -0.2
C -0.181535 -0.302724 -1.942495 -1.0 0.6 1.3
C -0.805173 0.879879 -1.509582 0.5 0.5 -0.5
C -0.503971 1.776881 -0.236101 -1.7 -2.9 1.1
C -1.757665 2.577083 0.352736 1.5 0.2 -0.4
C -2.073403 3.827216 -0.182635 -0.1 0.5 0.2
C -3.013366 4.672267 0.411485 0.1 0.1 -0.2
C -3.695499 4.276688 1.559987 0.0 -0.3 -0.3
C -3.381411 3.029000 2.100603 -0.4 -0.3 0.1
C -2.429393 2.178133 1.509293 -0.1 0.4 -0.1
C -1.928468 1.077815 -2.428281 -0.2 -2.0 0.3
C -3.062608 1.888508 -2.382808 -0.5 0.8 -0.4
C -4.134194 1.657917 -3.259496 0.3 0.8 0.4
C -4.175404 0.502319 -4.051278 0.5 -0.2 0.1
C -3.146466 -0.449071 -3.981532 0.0 0.4 -0.2
C -1.998745 -0.108937 -3.261461 0.0 -0.3 1.5
H -1.071579 -2.634937 -4.166376 -0.1 0.1 0.0
H 0.275364 -2.683445 -3.034551 -0.4 0.3 0.0
H -1.371767 -2.995190 -2.442321 0.0 0.2 -0.2
H 0.701481 -0.808795 -1.535004 -0.5 0.2 -0.2
H -0.299644 0.997554 0.557572 -1.0 0.5 -0.5
H -1.622092 4.154421 -1.114507 0.2 0.0 0.2
H -3.209761 5.654879 -0.032518 0.0 -0.5 0.1
H -4.510552 4.905919 1.951294 0.7 -0.4 0.0
H -3.924417 2.692499 2.990944 0.3 0.0 -0.4
H -2.241015 1.199958 1.942700 0.0 0.2 0.0
H -3.100258 2.707931 -1.651767 -0.3 -0.6 -0.9
H -4.938726 2.430533 -3.312400 0.6 -1.0 0.1
H -5.030790 0.357507 -4.696423 0.0 -0.2 0.0
H -3.210118 -1.448273 -4.421102 -0.1 0.5 -0.1
```
Positions in Å, forces in eV/Å.

F_max, eV/A: 5.06
Charge: +1
Gap between HOMO and LUMO, eV: 6.508
Total energy, a.u.: -1428.22213



No. 3
# C4H3N3O2

A single C4H3N3O2 molecule at a distorted geometry (wB97M-V/def2-TZVPD, the OMol25 dataset).

```
12
Properties=species:S:1:pos:R:3:forces:R:3
C 1.326706 -0.143959 -1.694819 -1.3 -0.9 0.3
N 0.147213 0.094409 -0.863322 -0.1 0.9 1.4
N 0.259400 0.828789 0.185742 -0.7 0.1 2.1
C -0.600259 0.407567 1.135686 0.8 -0.1 -1.4
C -0.744907 1.022136 2.418353 0.2 -0.1 -1.1
N -0.861104 1.575141 3.412451 -0.1 0.2 0.6
C -1.292909 -0.787030 0.651745 -0.5 0.2 -0.3
O -2.153261 -1.523939 1.038408 0.8 0.6 -0.1
O -0.768429 -0.903348 -0.669410 0.2 -0.9 -0.2
H 1.977567 0.699290 -1.644982 0.1 0.7 0.1
H 0.856910 -0.246777 -2.651958 0.7 -0.5 -0.9
H 1.853073 -1.022280 -1.317894 -0.1 -0.1 -0.3
```
Positions in Å, forces in eV/Å.

F_max, eV/A: 2.22
Charge: 0
SMILES string: Cn1nc(C#N)c(=O)o1
ΔE to the lowest compared entry with this formula, charge and spin, kJ/mol: 176.8
Gap between HOMO and LUMO, eV: 9.244
Total energy, a.u.: -468.88292



No. 4
# C21H58O12P

6 unconnected molecules or ions with the total composition C21H58O12P (wB97M-V/def2-TZVPD, the OMol25 dataset).

```
92
Properties=species:S:1:pos:R:3:forces:R:3
O -1.581616 4.257060 2.019310 -0.4 0.0 -0.1
O -1.820714 3.154374 1.125980 -0.1 -0.1 0.0
C -0.742943 2.218172 1.305692 0.1 0.3 0.2
P 1.030184 2.834589 0.853818 0.4 -0.2 -0.3
H -1.244907 4.911210 1.393608 0.3 -0.1 0.0
H -1.025608 1.394980 0.640978 0.0 -0.1 0.0
H -0.740413 1.888098 2.355224 0.0 -0.1 0.0
H 1.036386 1.982590 -0.378690 -0.1 0.0 0.0
H 1.590700 1.672636 1.611580 -0.2 0.0 0.1
H 1.061563 3.666258 2.076459 0.0 0.0 0.0
H 0.458538 3.968711 0.049419 -0.1 0.1 0.1
H 2.398953 3.284089 0.514047 -0.1 0.0 0.0
C -3.554158 -1.467040 3.104051 -0.1 0.1 0.0
O -2.806520 -0.283075 3.244943 0.1 -0.2 0.1
C -3.489163 0.790489 3.865989 0.1 0.1 -0.2
C -3.136506 0.928925 5.328008 -0.1 0.0 0.1
O -3.545638 -0.201493 6.097155 0.0 0.0 0.0
C -2.502814 -1.126973 6.324228 0.0 0.0 0.0
H -2.852946 -2.268784 2.873880 0.0 0.0 0.0
H -4.098671 -1.719838 4.019266 0.0 0.0 0.0
H -4.270994 -1.382990 2.277614 0.0 0.0 0.0
H -4.573392 0.676950 3.746658 0.0 0.0 0.0
H -3.182542 1.704205 3.347150 0.0 0.0 0.0
H -3.657723 1.798462 5.734034 0.0 0.0 0.0
H -2.062633 1.100329 5.447224 0.0 0.0 0.0
H -1.831179 -0.774670 7.117031 0.0 0.0 0.0
H -1.915966 -1.304646 5.420329 0.0 0.0 0.0
H -2.958588 -2.064512 6.643528 0.0 0.0 0.0
C -0.585059 2.783795 -2.739544 -0.1 -0.1 0.1
O 0.779281 2.957625 -3.068330 -0.1 0.2 -0.3
C 1.274128 2.028705 -4.003293 0.0 0.0 0.2
C 1.349622 2.601884 -5.402635 0.0 0.0 -0.1
O 0.075859 2.930438 -5.940257 0.0 0.0 0.0
C -0.270114 4.290037 -5.771879 0.0 0.0 0.0
H -0.917378 3.679059 -2.218043 0.1 0.0 0.0
H -1.196177 2.631852 -3.636302 0.0 0.0 0.0
H -0.716603 1.936218 -2.059932 0.1 0.0 0.0
H 0.677095 1.110028 -4.001768 0.0 0.0 0.0
H 2.286391 1.768134 -3.684287 0.0 0.0 0.0
H 1.794506 1.853814 -6.064585 0.0 0.0 0.0
H 1.996564 3.487423 -5.400676 0.0 0.0 0.0
H 0.251118 4.919497 -6.504692 0.0 0.0 0.0
H -0.035245 4.643425 -4.765885 0.0 0.0 0.0
H -1.343891 4.377652 -5.935639 0.0 0.0 0.0
C -0.956977 5.137122 9.633052 0.0 0.0 0.0
O -2.325770 5.489606 9.553445 0.0 -0.1 0.0
C -2.768367 5.744879 8.230165 0.0 0.1 0.0
C -3.469432 4.554278 7.612304 0.0 -0.1 -0.1
O -2.606788 3.444247 7.457545 0.1 0.0 0.2
C -2.732639 2.474780 8.481487 -0.1 0.0 0.0
H -0.792621 4.690860 10.613057 0.0 0.0 0.0
H -0.679864 4.416838 8.860617 0.0 0.0 0.0
H -0.320076 6.023641 9.537824 0.0 0.0 0.0
H -1.927376 6.046208 7.597149 0.0 0.0 0.0
H -3.472908 6.580808 8.277640 0.0 0.0 0.0
H -3.814817 4.839381 6.613730 0.0 0.0 0.0
H -4.347018 4.279720 8.208796 0.0 0.0 0.0
H -3.618866 1.851795 8.315896 0.0 0.0 0.0
H -2.795793 2.938177 9.469229 0.0 0.0 0.0
H -1.850186 1.837273 8.443580 0.0 0.0 -0.1
C 3.961602 -0.271563 -4.261638 0.0 0.0 0.0
O 2.966955 -0.466507 -5.254993 0.1 -0.1 0.0
C 3.490802 -0.614545 -6.559913 -0.1 0.1 0.0
C 3.586348 -2.067240 -6.979279 0.0 -0.1 -0.1
O 4.493440 -2.808683 -6.185185 0.0 0.1 0.1
C 3.868042 -3.529049 -5.134227 0.0 0.0 0.0
H 3.498465 -0.456327 -3.294213 0.0 0.0 0.0
H 4.801783 -0.955910 -4.399074 0.0 0.0 0.0
H 4.331678 0.759031 -4.279364 0.0 0.0 0.0
H 4.472118 -0.133348 -6.639168 0.0 0.0 0.0
H 2.808099 -0.102613 -7.246740 0.0 0.0 0.0
H 3.947620 -2.110808 -8.011791 0.0 0.0 0.0
H 2.590792 -2.524293 -6.949707 0.0 0.0 0.0
H 3.393818 -4.441241 -5.507040 0.0 0.0 0.0
H 3.121036 -2.919765 -4.620835 0.0 0.0 0.0
H 4.645777 -3.805115 -4.422924 0.0 0.0 0.0
C -0.465606 -7.984415 -4.113503 0.0 0.0 0.0
O 0.641063 -8.829793 -3.856668 0.0 0.1 0.0
C 1.661904 -8.749319 -4.834024 0.0 -0.1 0.0
C 2.797480 -7.840079 -4.414099 0.1 0.1 0.0
O 2.385508 -6.494824 -4.269156 -0.1 0.0 0.0
C 2.117797 -6.111504 -2.930633 0.0 0.0 0.0
H -1.035975 -7.905876 -3.189601 0.0 0.0 0.0
H -0.148252 -6.986309 -4.422483 0.0 0.0 0.0
H -1.109325 -8.411835 -4.890405 0.0 0.0 0.0
H 1.250313 -8.410258 -5.791180 0.0 0.0 0.0
H 2.057917 -9.759748 -4.975541 0.0 0.0 0.0
H 3.565428 -7.863142 -5.193966 0.0 0.0 0.0
H 3.248888 -8.206527 -3.485604 0.0 0.0 0.0
H 3.049786 -5.918744 -2.388664 0.0 0.0 0.0
H 1.546438 -6.875526 -2.399446 0.0 0.0 0.0
H 1.536973 -5.191434 -2.965215 0.0 0.0 0.0
```
Positions in Å, forces in eV/Å.

F_max, eV/A: 0.52
Charge: -1
Gap between HOMO and LUMO, eV: 5.135
Total energy, a.u.: -2078.69184